# 1
A 2-piece molecular cluster, C4H12 overall at a distorted geometry. Source: the OMol25 dataset; level of theory: wB97M-V/def2-TZVPD.

```
16
Properties=species:S:1:pos:R:3:forces:R:3:lowdin_charge:R:1
C -1.1658 -0.0623 -2.5929 1.222 -2.063 -1.035 -0.141
C -0.8245 -1.3705 -1.7534 0.765 1.534 -2.820 -0.141
H -1.3369 0.6991 -1.8963 -1.049 1.326 0.682 0.025
H -0.2493 0.2785 -3.1196 -0.569 -0.350 0.029 0.060
H -1.9517 -0.2544 -3.3623 0.445 0.515 0.878 0.070
H -0.9833 -1.1669 -0.7689 -0.321 0.700 2.944 0.000
H 0.2591 -1.5378 -1.8751 -0.691 -0.793 -0.058 0.071
H -1.5174 -2.1581 -1.9606 0.202 -0.865 -0.606 0.050
C 1.3899 0.5513 1.4708 0.430 0.218 2.530 -0.153
C 0.5803 0.8387 2.8034 -1.818 1.461 0.003 -0.203
H 0.8805 -0.1780 0.7959 0.765 0.363 0.808 0.050
H 1.6592 1.4643 0.8926 -0.284 -0.600 0.610 0.061
H 2.2819 0.2256 2.1017 -0.313 -0.451 -2.331 0.073
H 0.0545 -0.0469 3.2464 0.307 0.652 -0.844 0.067
H 1.1648 1.2157 3.6546 0.644 -0.303 -0.525 0.046
H -0.1409 1.7151 2.7249 0.266 -1.343 -0.265 0.065
```
Positions in Å, forces in eV/Å.

Summary:
LUMO level = 1.08 eV
Total charge = 0
ΔE to the lowest compared entry with this formula, charge and spin = 117.3 kJ/mol
HOMO-LUMO gap = 12.154 eV



# 2
C11H20BrCrIN3O11P2 as an isolated structure. Source: the OMol25 dataset; level of theory: wB97M-V/def2-TZVPD.

```
50
Properties=species:S:1:pos:R:3:forces:R:3:lowdin_charge:R:1
Cr -0.5867 -0.5441 -0.5573 0.082 0.200 0.201 0.465
N -0.6977 0.2265 1.4164 0.037 0.132 0.138 -0.034
C -1.7942 1.1996 1.4895 0.100 -0.145 0.141 -0.119
C -1.8612 1.8795 0.1373 0.084 -0.226 -0.563 -0.596
O -2.2149 3.0255 -0.0088 -0.030 0.172 0.070 0.079
O -1.5118 1.0711 -0.8412 -0.125 0.237 0.303 -0.177
H -0.7488 -0.4662 2.1566 -0.050 -0.021 -0.103 0.026
H 0.2001 0.7009 1.4783 0.012 0.000 0.024 0.094
H -1.6799 1.9323 2.2868 -0.001 0.016 -0.001 0.129
H -2.7281 0.6543 1.6414 -0.019 0.025 0.016 0.117
C 2.6172 -1.5315 2.0030 -0.048 -0.036 0.004 -0.052
C 2.7105 -1.9307 0.5280 0.142 0.048 0.107 -0.576
O 3.9256 -2.6236 0.2618 -0.026 0.037 -0.043 -0.038
P 2.6051 -0.4394 -0.5182 0.157 -0.118 -0.070 0.492
O 3.7547 0.5203 -0.0404 -0.236 0.119 -0.038 -0.086
O 3.0119 -0.8291 -1.9795 0.072 -0.009 0.076 -0.098
O 1.2660 0.2074 -0.3936 -0.050 0.224 0.139 -0.362
P 1.3161 -3.0925 0.1547 0.245 -0.070 0.205 0.347
O 1.6067 -3.5212 -1.3583 -0.110 0.032 -0.064 -0.131
O 1.2933 -4.2321 1.0819 -0.048 0.140 -0.015 -0.262
O 0.1034 -2.1577 0.1058 -0.269 -0.337 0.040 -0.468
H 3.4349 -0.8614 2.2731 0.013 0.007 -0.010 0.088
H 2.6672 -2.4348 2.6096 0.010 -0.006 -0.015 0.092
H 1.6745 -1.0272 2.2177 -0.004 0.009 0.002 0.069
H 4.6664 -2.0531 0.5023 -0.013 -0.035 0.024 0.100
H 3.3915 1.4031 0.2395 0.069 -0.107 0.067 0.063
H 2.2737 -1.2744 -2.4430 -0.095 0.042 -0.141 0.002
H 1.9649 -4.4159 -1.3898 0.057 -0.015 -0.005 0.096
N 0.3819 5.4906 -0.1832 -0.010 0.040 -0.012 0.018
C 1.6344 5.0506 0.4070 -0.022 0.070 0.021 -0.148
C 1.7591 3.5401 0.3138 -0.103 -0.080 -0.012 -0.498
O 2.6729 2.9335 0.8346 0.167 -0.167 -0.061 0.073
O 0.7992 2.9442 -0.3583 0.161 0.207 -0.050 0.119
H 0.4591 6.3799 -0.6529 -0.006 -0.020 -0.014 0.088
H -0.3764 5.5372 0.4842 -0.016 0.000 0.000 0.094
H 0.2230 3.6668 -0.7102 -0.120 -0.096 0.046 0.108
H 1.7765 5.3238 1.4549 0.018 0.009 0.000 0.129
H 2.4769 5.4635 -0.1481 0.007 0.015 0.014 0.136
I -2.4747 -2.7049 2.0628 0.142 -0.092 -0.014 1.066
C -3.0963 -2.3920 0.0918 -0.232 0.080 -0.085 -0.704
C -4.2096 -3.1241 -0.2997 0.015 -0.009 0.061 -0.139
C -4.7973 -2.8447 -1.5184 -0.058 -0.047 -0.013 -0.048
C -4.2818 -1.8179 -2.2876 0.069 0.063 0.014 -0.031
C -3.1593 -1.1568 -1.8348 -0.039 -0.060 0.076 -0.167
N -2.5414 -1.4568 -0.6755 -0.054 -0.077 -0.094 -0.052
H -4.6113 -3.8776 0.3607 -0.001 -0.019 -0.019 0.087
H -5.6627 -3.4062 -1.8459 0.006 -0.001 0.010 0.115
H -4.7190 -1.5321 -3.2330 -0.018 -0.008 0.007 0.116
H -2.7092 -0.3595 -2.4036 -0.031 0.001 -0.022 0.055
Br -0.2044 -1.0433 -2.9122 0.168 -0.126 -0.344 0.323
```
Positions in Å, forces in eV/Å.

Summary:
Multiplicity = 2
LUMO level (spin up / spin down) = -0.43 / -0.06 eV
Total charge = 0
Expectation value of S² = 0.762
ΔE to the lowest compared entry with this formula, charge and spin = 0.0 kJ/mol
HOMO-LUMO gap (spin up / spin down) = 8.307 / 8.412 eV



# 3
C14H21N3O4Pd as an isolated structure at a distorted geometry. Source: the OMol25 dataset; level of theory: wB97M-V/def2-TZVPD.

```
43
Properties=species:S:1:pos:R:3:forces:R:3:lowdin_charge:R:1
C -2.1760 0.6212 -2.2598 0.207 -0.204 0.021 -0.048
O -3.2582 0.6409 -1.3364 -0.143 -0.032 0.253 -0.120
C -3.7444 -0.6040 -1.0064 -0.279 0.113 -1.085 -0.160
O -3.1833 -1.0847 0.2480 0.578 -0.087 -0.036 0.049
C -2.8671 -0.0855 1.0895 -0.516 -0.957 -1.480 -0.487
O -3.5731 0.3591 1.9039 -0.357 0.856 0.858 0.288
N -1.4702 0.3202 0.9554 0.490 -0.008 1.984 0.081
C -1.1747 1.6690 1.4728 -0.173 0.716 -0.370 -0.096
C -0.0863 2.3673 0.6431 0.625 -0.044 0.420 -0.130
C 0.9563 1.4268 0.0547 -0.506 -0.223 -0.172 -0.197
C 1.9105 2.0772 -0.9243 0.337 -0.112 -0.224 -0.171
N 2.4161 1.0702 -1.8756 0.097 0.637 0.535 0.054
C 3.3278 0.1712 -1.3402 0.227 -0.159 -0.548 -0.531
C 3.7994 -0.9330 -2.2401 0.269 0.327 -0.149 0.014
O 3.7054 0.2337 -0.1954 -0.363 -0.126 0.848 0.095
C -0.6772 -0.7097 1.4232 0.271 -0.134 -0.811 -0.151
C -0.4058 -1.8250 0.5742 0.009 -0.307 1.192 0.097
C 0.3891 -2.8065 1.1071 -0.595 -0.981 -1.538 -0.131
N 0.9093 -2.8689 2.3402 -0.279 -0.408 -0.271 -0.017
C 0.6189 -1.8290 3.1700 -0.637 -0.072 0.109 -0.015
C -0.1182 -0.7576 2.7224 0.757 0.333 0.221 0.080
H -1.8067 1.6325 -2.3626 -0.035 0.177 -0.020 0.101
H -2.4918 0.2409 -3.2275 -0.147 0.056 -0.128 0.106
H -1.3670 -0.0144 -1.8962 0.161 -0.032 0.083 0.071
H -3.4810 -1.3403 -1.7618 0.142 -0.272 0.103 0.145
H -4.8254 -0.5702 -0.9394 -0.131 0.173 0.483 0.157
H -0.9002 1.7006 2.5203 -0.027 -0.327 0.177 0.124
H -2.0899 2.2424 1.3968 -0.234 -0.044 0.052 0.143
H 0.4184 3.0384 1.3347 0.015 0.224 0.036 0.131
H -0.5194 3.0095 -0.1159 -0.234 -0.162 -0.280 0.121
H 0.4334 0.6420 -0.4929 0.010 -0.032 -0.262 0.086
H 1.5114 0.9131 0.8427 0.179 0.071 0.138 0.116
H 1.4067 2.8387 -1.5120 -0.180 0.048 -0.057 0.129
H 2.7339 2.5558 -0.4015 0.109 0.117 0.134 0.132
H 2.7642 1.5151 -2.7170 -0.214 -0.412 -0.330 0.147
H 4.8820 -0.8795 -2.2878 0.178 -0.029 -0.086 0.098
H 3.3798 -0.8679 -3.2355 -0.087 -0.092 -0.154 0.083
H 3.5625 -1.8812 -1.7721 -0.146 -0.173 0.003 0.082
H -0.7923 -1.8840 -0.4253 0.056 0.005 -0.226 0.136
H 0.6465 -3.6443 0.4499 0.174 0.034 -0.125 0.131
H 1.0114 -1.8558 4.1738 -0.089 -0.111 0.200 0.146
H -0.2762 0.0587 3.4041 0.062 0.090 0.146 0.136
Pd 0.5015 -4.9030 2.4989 0.422 1.565 0.357 0.975
```
Positions in Å, forces in eV/Å.

Summary:
LUMO level = -12.41 eV
Total charge = +2
ΔE to the lowest compared entry with this formula, charge and spin = 0.0 kJ/mol
HOMO-LUMO gap = 2.434 eV



# 4
One molecule with the formula C3HN at a distorted geometry. Source: the OMol25 dataset; level of theory: wB97M-V/def2-TZVPD.

```
5
Properties=species:S:1:pos:R:3:forces:R:3:lowdin_charge:R:1
C 1.0048 -0.3353 -0.1446 1.359 0.450 -0.406 0.197
C 0.4185 0.7355 -0.2369 -0.399 -1.640 0.425 -0.049
C -0.9252 0.4916 0.1001 -2.065 1.607 0.128 -0.349
N -2.0415 0.3512 0.3695 0.694 -0.093 -0.136 0.135
H 1.5434 -1.2430 -0.0881 0.411 -0.324 -0.011 0.067
```
Positions in Å, forces in eV/Å.

Summary:
LUMO level = -0.53 eV
Total charge = 0
ΔE to the lowest compared entry with this formula, charge and spin = 141.8 kJ/mol
HOMO-LUMO gap = 10.363 eV